No. 1
106
Properties=species:S:1:pos:R:3:mulliken_charge:R:1 method="wB97M-V/def2-TZVPD" charge=-1 spin_multiplicity=1
C 0.269 -0.495 0.987 0.274
O 0.395 -0.394 -0.416 -0.243
C 1.299 -1.391 -0.900 -0.760
B 2.829 -1.273 -0.382 0.677
P 3.415 0.646 -0.264 0.639
N 2.975 1.637 -1.437 -0.992
O 3.794 -1.935 -1.330 -0.759
C 4.729 -2.514 -0.473 0.606
C 5.704 -3.442 -1.187 -1.279
C 7.118 -3.049 -0.986 0.851
O 7.626 -1.982 -1.081 -0.550
F 7.892 -4.126 -0.687 -0.291
C 3.810 -3.129 0.577 -0.551
C 4.415 -3.839 1.759 -0.205
Cl 5.155 -2.681 2.905 -0.224
C 3.448 -4.726 2.535 0.144
C 2.299 -3.962 3.194 -0.886
Cl 2.842 -6.031 1.484 -0.196
O 3.036 -2.022 0.932 0.045
H 0.359 -1.531 1.313 0.163
H -0.690 -0.094 1.296 -0.285
H 1.044 0.077 1.502 -0.112
H 1.281 -1.332 -1.988 0.370
H 0.908 -2.385 -0.639 0.021
H 4.831 0.600 -0.184 -0.072
H 3.119 1.210 1.004 -0.130
H 2.355 1.145 -2.071 0.281
H 5.269 -1.739 0.086 0.206
H 5.522 -3.369 -2.259 0.307
H 5.569 -4.474 -0.878 0.390
H 3.171 -3.838 0.034 0.143
H 5.250 -4.452 1.427 0.495
H 4.037 -5.238 3.287 0.496
H 1.380 -4.138 2.646 0.269
H 2.479 -2.897 3.155 -0.066
H 2.159 -4.298 4.215 0.306
C -2.765 0.910 -3.303 -0.538
C -2.856 0.940 -1.789 0.546
O -2.659 -0.411 -1.450 -0.196
C -1.905 -0.986 -2.429 0.468
O -1.327 -2.008 -2.325 -0.438
O -1.894 -0.195 -3.528 -0.345
F -4.090 1.341 -1.374 -0.321
H -3.746 0.695 -3.731 0.281
H -2.354 1.813 -3.743 0.298
H -2.098 1.542 -1.287 0.208
C -1.802 -4.845 -1.107 -0.188
C -2.970 -5.658 -1.623 0.382
O -2.366 -6.888 -1.968 -0.347
C -1.247 -7.039 -1.196 0.565
O -0.652 -8.057 -1.080 -0.528
O -0.947 -5.879 -0.587 -0.268
F -3.548 -5.121 -2.726 -0.292
H -1.296 -4.317 -1.913 0.153
H -2.061 -4.138 -0.326 0.282
H -3.755 -5.849 -0.888 0.269
C -4.178 2.479 1.676 -0.338
C -4.346 2.489 3.181 0.288
O -4.149 1.137 3.519 -0.364
C -3.342 0.578 2.563 0.425
O -2.783 -0.456 2.668 -0.458
O -3.258 1.404 1.494 -0.136
F -5.594 2.876 3.564 -0.316
H -5.118 2.254 1.169 0.262
H -3.764 3.401 1.278 0.307
H -3.619 3.100 3.719 0.283
C -7.387 6.100 2.235 -0.492
C -7.203 7.090 1.100 0.498
O -6.445 6.340 0.166 -0.306
C -6.725 5.022 0.361 0.747
O -6.456 4.156 -0.402 -0.531
O -7.365 4.851 1.536 -0.311
F -6.500 8.184 1.471 -0.328
H -6.550 6.149 2.932 0.253
H -8.325 6.211 2.771 0.303
H -8.127 7.410 0.625 0.226
C -7.810 6.846 -3.233 -0.281
C -8.810 7.867 -2.724 0.292
O -8.225 9.088 -3.104 -0.306
C -7.430 8.860 -4.196 0.605
O -6.986 9.704 -4.891 -0.485
O -7.252 7.530 -4.359 -0.327
F -8.935 7.835 -1.369 -0.227
H -7.033 6.664 -2.489 0.201
H -8.254 5.905 -3.543 0.286
H -9.808 7.795 -3.159 0.195
C 0.893 0.337 6.129 -0.446
C 1.376 -0.498 4.958 0.323
O 0.638 0.044 3.883 -0.145
C 0.311 1.329 4.184 0.525
O -0.117 2.130 3.428 -0.494
O 0.553 1.570 5.501 -0.372
F 1.069 -1.808 5.121 -0.299
H -0.001 -0.110 6.567 0.268
H 1.644 0.499 6.896 0.298
H 2.443 -0.414 4.744 0.322
C 10.180 -2.680 -2.714 -0.154
C 10.370 -3.160 -4.138 0.355
O 11.434 -2.350 -4.599 -0.330
C 12.176 -1.972 -3.519 0.624
O 13.255 -1.487 -3.583 -0.517
O 11.509 -2.247 -2.381 -0.353
F 9.281 -2.953 -4.914 -0.281
H 9.498 -1.832 -2.672 0.264
H 9.850 -3.450 -2.022 0.087
H 10.662 -4.208 -4.232 0.286

***

No. 2
10
Properties=species:S:1:pos:R:3:nbo_charge:R:1 method="wB97M-V/def2-TZVPD" charge=-1 spin_multiplicity=1
C 0.129 -0.083 -0.092 -0.991
O 0.661 3.273 0.641 -0.961
O 2.611 1.878 -0.085 -0.937
O 2.311 -1.083 1.160 -0.917
O 1.243 0.960 1.947 -0.961
S 1.942 2.510 1.037 1.670
S 1.101 -0.286 1.201 2.089
Cl 0.143 -1.408 2.895 -0.504
H -0.066 -1.009 -0.645 0.236
H -0.567 0.864 0.109 0.277

***

No. 3
54
Properties=species:S:1:pos:R:3:nbo_charge:R:1 method="wB97M-V/def2-TZVPD" charge=0 spin_multiplicity=1
C 4.033 -1.469 2.735 -0.261
O 3.438 -0.156 2.817 -0.482
C 2.146 0.017 2.444 0.367
C 1.595 1.307 2.635 -0.256
C 0.254 1.513 2.428 -0.115
C -0.592 0.449 2.036 -0.229
C -2.027 0.642 1.984 0.273
N -2.885 -0.247 2.477 -0.294
C -4.342 -0.101 2.333 -0.417
C -2.447 -1.402 3.261 -0.423
C -0.001 -0.804 1.728 -0.065
C 1.343 -1.033 1.943 -0.344
H 5.048 -1.282 3.095 0.212
H 3.521 -2.196 3.384 0.184
H 4.054 -1.849 1.701 0.186
H 2.266 2.088 2.975 0.241
H -0.175 2.503 2.572 0.254
H -2.434 1.586 1.602 0.296
H -4.805 -1.002 2.756 0.205
H -4.689 0.781 2.890 0.244
H -4.623 0.013 1.278 0.256
H -3.303 -1.747 3.847 0.219
H -2.124 -2.231 2.616 0.217
H -1.629 -1.124 3.940 0.236
H -0.610 -1.614 1.326 0.203
H 1.771 -2.021 1.764 0.228
C 0.700 1.630 -1.916 -0.269
C 1.067 2.735 -1.148 -0.201
C 0.115 3.393 -0.377 -0.270
C -1.228 2.946 -0.324 0.086
C -2.163 3.516 0.630 -0.772
C -1.729 4.620 1.394 0.269
N -1.383 5.554 2.026 -0.432
S -3.914 3.537 0.191 2.168
C -4.590 5.031 0.924 -0.230
C -4.783 5.080 2.299 -0.205
C -5.370 6.204 2.880 -0.204
C -5.759 7.272 2.066 -0.195
C -5.596 7.208 0.681 -0.215
C -5.027 6.072 0.106 -0.208
O -4.041 3.673 -1.236 -0.945
O -4.588 2.461 0.891 -1.005
C -1.593 1.869 -1.167 -0.278
C -0.636 1.201 -1.916 -0.207
H 1.437 1.109 -2.523 0.206
H 2.097 3.095 -1.145 0.210
H 0.401 4.271 0.208 0.224
H -4.460 4.243 2.915 0.224
H -5.501 6.234 3.960 0.215
H -6.198 8.163 2.514 0.214
H -5.898 8.038 0.043 0.218
H -4.891 5.992 -0.972 0.245
H -2.632 1.549 -1.223 0.215
H -0.937 0.337 -2.517 0.206

***

No. 4
12
Properties=species:S:1:pos:R:3:nbo_charge:R:1 method="wB97M-V/def2-TZVPD" smiles="OC1C=C1.C=O" charge=0 spin_multiplicity=1
O -1.060 -0.815 -1.208 -0.734
C -1.120 -0.808 0.196 0.062
C 0.095 -0.769 1.058 -0.236
C -0.633 0.310 1.036 -0.181
H -0.832 0.074 -1.521 0.488
H -1.986 -1.377 0.526 0.165
H 0.997 -1.252 1.407 0.226
H -0.756 1.350 1.303 0.234
C 1.330 0.816 -0.691 0.285
O 0.492 1.579 -1.116 -0.563
H 1.995 1.072 0.155 0.121
H 1.482 -0.188 -1.125 0.134

***

No. 5
11
Properties=species:S:1:pos:R:3:nbo_charge:R:1 method="wB97M-V/def2-TZVPD" charge=0 spin_multiplicity=1
C 0.387 -0.031 -0.351 -0.104
C -0.122 0.897 0.524 -0.385
C -1.048 0.438 -0.631 -0.220
H 0.900 -2.280 -0.429 0.411
H 1.435 -1.365 1.262 0.367
H 0.869 0.659 -1.190 0.158
H -0.270 0.718 1.773 0.240
H 0.421 1.936 0.577 0.216
H -1.335 0.770 -1.595 0.239
N 1.094 -1.155 -0.043 -0.842
Cl -2.331 -0.587 0.103 -0.082

***

No. 6
12
Properties=species:S:1:pos:R:3:nbo_charge:R:1 method="wB97M-V/def2-TZVPD" smiles="N[C@H](C=O)C[S-]" charge=-1 spin_multiplicity=1
N 0.441 1.488 -0.212 -0.856
C -0.392 0.292 -0.081 -0.178
C -0.409 -0.292 1.309 0.464
O -0.129 0.300 2.320 -0.585
C 0.007 -0.781 -1.079 -0.523
S 1.712 -1.352 -0.762 -0.697
H 0.444 1.948 0.695 0.350
H 1.386 1.111 -0.324 0.385
H -1.439 0.604 -0.248 0.177
H -0.838 -1.323 1.372 0.093
H -0.135 -0.358 -2.071 0.188
H -0.649 -1.637 -0.918 0.181

***

Number 1: gap between HOMO and LUMO 0.2122 Ha, E_tot -5187.46043 hartree. Number 2: gap between HOMO and LUMO 0.3185 Ha, E_tot -1596.83146 hartree. Number 3: gap between HOMO and LUMO 0.1986 Ha, E_tot -1662.24699 hartree. Number 4: gap between HOMO and LUMO 0.3778 Ha, E_tot -306.35184 hartree. Number 5: gap between HOMO and LUMO 0.3464 Ha, E_tot -632.66826 hartree. Number 6: gap between HOMO and LUMO 0.2503 Ha, E_tot -646.12596 hartree.